1.
16
Properties=species:S:1:pos:R:3 method="wB97M-V/def2-TZVPD" relative_energy_kcal_mol=36.2 orbital_gap_ev=9.26 homo_ev=-8.5 multiplicity=1 total_charge=0 smiles="NN1CCOCC1=S"
N 1.36736 1.86209 -0.10944
N 0.54343 0.69835 -0.00616
C -0.89950 0.94416 -0.13858
C -1.66016 -0.30985 0.29261
O -1.17856 -1.36326 -0.50628
C 0.10929 -1.74511 -0.05882
C 1.10220 -0.54580 0.03475
S 2.72581 -0.87114 -0.01968
H 2.12772 1.68411 0.54775
H 1.77399 1.78505 -1.05349
H -1.18391 1.85256 0.41527
H -1.08577 1.27401 -1.17707
H -1.54641 -0.51924 1.40840
H -2.76408 -0.19386 0.15847
H 0.54857 -2.43556 -0.78008
H 0.02003 -2.11653 0.99237

***

2.
144
Properties=species:S:1:pos:R:3 method="wB97M-V/def2-TZVPD" relative_energy_kcal_mol=0.0 orbital_gap_ev=8.54 homo_ev=-8.4 multiplicity=1 total_charge=0 smiles=COCCNCCOC.COCCNCCOC.COCCNCCOC.COCCNCCOC.CC(C)O.CCO.CCO.CCO.CCO
C 3.12132 7.65528 1.83637
O 1.90213 8.14109 1.22413
C 1.78683 7.95732 -0.16037
C 1.74562 6.45562 -0.55131
N 1.46055 6.43664 -2.01964
C 1.49623 5.04478 -2.48412
C 0.35567 4.13923 -1.93391
O -0.82397 4.53420 -2.65747
C -1.91722 3.96370 -2.09697
H 3.08545 7.72633 2.92346
H 4.01507 8.19408 1.52171
H 3.15337 6.57737 1.67769
H 2.60600 8.45460 -0.67975
H 0.89127 8.41719 -0.57821
H 0.98175 5.93342 0.02482
H 2.67011 5.90854 -0.36658
H 0.51235 6.74234 -2.18566
H 2.46806 4.61707 -2.23773
H 1.50451 5.08516 -3.57334
H 0.16892 4.33590 -0.87819
H 0.59270 3.08054 -2.03924
H -1.92746 4.09570 -1.01504
H -1.99100 2.89039 -2.27205
H -2.81737 4.43480 -2.49179
C 1.87722 -5.47162 -0.82029
O 0.61693 -5.13982 -1.32967
C -0.01001 -3.99586 -0.67193
C -0.44295 -4.35380 0.79270
N -1.69801 -5.07034 0.84856
C -2.09701 -5.31877 2.19962
C -1.15708 -6.32069 2.95896
O -1.07586 -7.58314 2.33652
C -0.29535 -8.50616 3.07243
H 2.53781 -4.63604 -0.58893
H 2.51143 -6.01783 -1.51853
H 1.76394 -6.09399 0.06736
H -0.90039 -3.63917 -1.18971
H 0.67057 -3.14462 -0.68952
H -0.47998 -3.37043 1.26141
H 0.36394 -4.88513 1.29740
H -1.43603 -5.92081 0.37090
H -3.11535 -5.69250 2.30638
H -2.14526 -4.40816 2.79675
H -1.61963 -6.40782 3.94209
H -0.15714 -5.91188 3.10417
H 0.77651 -8.32435 3.15086
H -0.41893 -9.48911 2.61786
H -0.73119 -8.60001 4.06708
C -3.27653 -2.21883 -2.17469
O -2.11377 -2.26500 -3.06755
C -1.59031 -0.96932 -3.28078
C -0.21332 -1.01477 -4.00818
N 0.71638 -1.65417 -3.12208
C 1.93083 -2.18716 -3.75526
C 1.68399 -3.34837 -4.69235
O 1.52655 -2.97731 -6.03559
C 1.17136 -3.99581 -6.97181
H -4.11701 -1.93706 -2.80896
H -3.19185 -1.49683 -1.36250
H -3.54584 -3.20125 -1.78685
H -1.46195 -0.40174 -2.35912
H -2.32831 -0.36235 -3.80523
H 0.15716 -0.00433 -4.18099
H -0.29111 -1.68272 -4.86602
H 0.26276 -2.49876 -2.80428
H 2.41793 -2.48982 -2.82831
H 2.59999 -1.45557 -4.20814
H 0.80998 -3.93275 -4.40475
H 2.58933 -3.95160 -4.75998
H 0.12667 -4.26682 -6.81925
H 1.73978 -4.91954 -6.86351
H 1.24158 -3.60371 -7.98641
C -6.64340 -1.47172 -1.44266
O -5.56967 -0.55326 -1.18348
C -5.73273 0.72754 -1.71837
C -4.44524 1.56959 -1.62178
N -4.24485 2.16638 -0.26186
C -4.03397 1.17578 0.80215
C -3.87445 1.93548 2.12546
O -2.72103 2.76474 2.04601
C -2.30358 3.33970 3.30962
H -7.58933 -1.16752 -0.99456
H -6.30042 -2.45497 -1.12068
H -6.95254 -1.61418 -2.47816
H -6.65620 1.19582 -1.37779
H -5.85531 0.56914 -2.78982
H -4.42146 2.43584 -2.28295
H -3.56128 0.97841 -1.86096
H -3.51558 2.84553 -0.09749
H -3.19069 0.51032 0.61733
H -4.92504 0.55066 0.85958
H -3.74042 1.23135 2.94664
H -4.82430 2.46502 2.19944
H -1.54467 4.10913 3.16774
H -1.97796 2.60762 4.04863
H -3.14890 3.80605 3.81562
C 2.17164 2.28080 3.33667
C 1.68502 3.50659 2.54956
C 1.38928 4.74037 3.45645
O 2.60436 3.93364 1.57855
H 1.67422 2.25207 4.30613
H 3.25093 2.16898 3.23315
H 1.77472 1.43648 2.77303
H 0.78566 3.16138 2.03957
H 2.33733 5.15078 3.80411
H 0.80658 4.50503 4.34706
H 0.83596 5.55675 2.99226
H 2.66833 3.12716 1.06174
C 3.82019 -1.57270 3.00511
C 3.45317 -2.38101 1.73836
O 2.09602 -2.67645 1.84927
H 4.86688 -1.26918 2.98479
H 3.60247 -2.03168 3.96949
H 3.17939 -0.69354 2.93766
H 4.04568 -3.29449 1.68755
H 3.65929 -1.82393 0.82442
H 1.93934 -3.15108 2.66889
C 4.49651 0.91152 -2.48662
C 4.27496 1.34661 -1.04513
O 3.12992 2.10463 -1.04181
H 4.75539 1.81187 -3.04378
H 3.66113 0.43614 -3.00069
H 5.40994 0.33717 -2.64113
H 5.14717 1.84195 -0.61852
H 3.94588 0.56995 -0.35477
H 2.39613 1.50230 -1.18450
C -0.27125 -0.50579 0.57167
C 1.18030 -0.24821 0.05293
O 1.03015 0.50444 -1.17862
H -0.87031 -0.85016 -0.27132
H -0.80636 0.34313 0.99722
H -0.28474 -1.27318 1.34565
H 1.65213 -1.21797 -0.10525
H 1.68139 0.40113 0.77082
H 0.75662 -0.15721 -1.81816
C -0.78955 -0.02248 4.07949
C 0.21777 -1.11324 4.52946
O 0.71547 -0.85776 5.81825
H -0.37516 0.93335 3.75893
H -1.51368 0.23017 4.85403
H -1.37929 -0.41845 3.25274
H 1.04551 -1.09252 3.82058
H -0.22625 -2.10864 4.54056
H 0.92375 -1.74142 6.13029

***

3.
6
Properties=species:S:1:pos:R:3 method="wB97M-V/def2-TZVPD" relative_energy_kcal_mol=40.8 orbital_gap_ev="8.16 / 8.00" homo_ev="-8.6 / -8.8" multiplicity=1 total_charge=0
O 0.51692 -0.76523 -0.75747
N -0.09216 0.10874 -0.05340
O -0.69135 1.14986 -0.84794
P 0.06614 0.13357 1.69165
Cl 1.11742 -1.48622 1.82966
H -0.91698 0.85929 -1.86250

***

4.
46
Properties=species:S:1:pos:R:3 method="wB97M-V/def2-TZVPD" orbital_gap_ev=9.04 homo_ev=-9.4 multiplicity=1 total_charge=0
N -0.18718 -2.82642 6.20310
P -0.57126 -1.86132 5.06642
O -2.12374 -1.45891 5.29767
O 0.39129 -0.53653 5.14454
C -0.34812 -2.81406 3.49573
O 0.94609 -3.45100 3.51660
S 1.07552 -4.09403 1.99686
O 2.22285 -3.68768 1.27920
O 0.86217 -5.47428 2.19572
O -0.15430 -3.28932 1.25125
C -0.34735 -2.13255 2.13421
C -1.65352 -1.45621 1.61944
F -2.10324 -2.07950 0.51307
F -2.62227 -1.52894 2.58022
C -1.43677 0.00936 1.25579
C -1.05896 0.87529 2.25522
C -0.85619 2.21449 2.03822
C -1.02862 2.70151 0.75914
C -1.41460 1.83619 -0.23758
C -1.58209 2.43698 -1.62267
F -0.36871 2.73893 -2.13568
F -2.29598 3.56684 -1.60019
F -2.16383 1.56006 -2.45538
C -1.63029 0.50123 -0.01576
H 0.57463 -2.44922 6.75472
H -2.35014 -0.61352 4.87724
H -0.13527 0.16453 5.55903
H -1.05682 -3.65144 3.57386
H 0.55409 -1.53422 1.96170
H -0.91427 0.49446 3.26460
H -0.55709 2.87055 2.84893
H -0.87816 3.75540 0.54533
H -1.95237 -0.13916 -0.82899
C 0.99088 1.96290 -5.14810
C 1.57013 0.57997 -4.88375
C 2.77697 0.56664 -5.81016
O 3.23225 1.91959 -5.90842
C 2.24875 2.79395 -5.34666
H 0.35945 2.33530 -4.34585
H 0.40124 1.94943 -6.06847
H 1.89545 0.50613 -3.84262
H 0.87399 -0.23454 -5.08062
H 2.50302 0.22608 -6.81455
H 3.58654 -0.06344 -5.43959
H 2.63249 3.16664 -4.39035
H 2.09333 3.64384 -6.01245

***

5.
98
Properties=species:S:1:pos:R:3 method="wB97M-V/def2-TZVPD" relative_energy_kcal_mol=13.7 orbital_gap_ev=3.77 homo_ev=-0.7 multiplicity=1 total_charge=-2
Cs 0.40123 -0.39677 0.38385
O 0.05820 1.02655 -2.48338
C 0.17087 0.36333 -3.72776
C 1.58041 -0.13732 -4.02127
C 2.14943 -1.05858 -2.93577
C 1.39704 -2.34887 -2.78044
C 1.86219 -3.52423 -3.35969
C 1.14201 -4.69424 -3.19083
C -0.03266 -4.66068 -2.46333
C -0.43545 -3.44247 -1.93684
N 0.25501 -2.31162 -2.08355
H 0.70363 1.76901 -2.46600
H -0.15375 1.02723 -4.54107
H -0.52125 -0.47978 -3.68521
H 2.24843 0.72165 -4.13029
H 1.56465 -0.66082 -4.98451
H 2.13155 -0.50639 -1.99499
H 3.19566 -1.26989 -3.15684
H 2.80111 -3.51778 -3.89948
H 1.51569 -5.62951 -3.59093
H -0.60966 -5.54536 -2.23351
H -1.34787 -3.39654 -1.35125
F 0.90168 8.10725 0.87630
C 1.15186 6.81133 1.08688
C 2.23130 6.43470 1.86065
F 3.01855 7.36910 2.40531
C 2.47670 5.08985 2.07078
F 3.50830 4.78600 2.86583
C 1.69238 4.09416 1.50626
P 2.00564 2.30505 1.81497
C 3.76312 2.02210 1.43849
C 4.21430 0.73144 1.71383
C 5.51696 0.35990 1.41423
C 6.37003 1.27335 0.81471
C 5.91575 2.54884 0.50600
C 4.61816 2.92486 0.81196
C 1.95115 2.36535 3.65381
C 2.94703 1.87073 4.48659
C 2.75876 1.83559 5.86200
C 1.57989 2.30139 6.42251
C 0.58197 2.80438 5.59768
C 0.76490 2.82725 4.22582
C 0.58540 4.50046 0.75315
Br -0.62028 3.28265 -0.03046
C 0.32371 5.84260 0.54612
F -0.72456 6.25246 -0.17332
H 3.55214 -0.00562 2.16009
H 5.83306 -0.65543 1.61691
H 7.37689 0.97833 0.54571
H 6.56219 3.24502 -0.01381
H 4.25972 3.89631 0.50446
H 3.87186 1.49989 4.06384
H 3.54102 1.43703 6.49588
H 1.43417 2.26504 7.49510
H -0.34873 3.16279 6.02148
H -0.03270 3.19017 3.58619
C -5.04031 2.46989 3.31383
C -3.80900 1.65066 3.57170
C -3.70742 0.75785 4.63393
C -2.55823 0.00649 4.80021
C -1.54144 0.16374 3.86712
Br 0.03277 -0.86726 4.03714
N -1.61325 0.99226 2.84376
C -2.71911 1.72501 2.71639
H -5.67505 2.51629 4.19871
H -5.62454 2.03426 2.50050
H -4.78329 3.48845 3.02198
H -4.52913 0.64987 5.33271
H -2.44455 -0.69328 5.61465
H -2.72806 2.41763 1.87975
Se 3.17514 -2.83914 1.13709
Se 1.97295 -4.81215 0.67634
Se -0.18130 -4.01710 1.35500
Se -1.82992 -5.52569 0.66860
Se 2.39509 3.47993 -2.04745
C 3.89310 2.63584 -2.86744
C 4.39647 1.42179 -2.39588
C 5.46658 0.79301 -3.01323
C 6.07676 1.36407 -4.12200
C 5.59682 2.57879 -4.59856
C 4.52525 3.20349 -3.97976
H 3.93893 0.96192 -1.52810
H 5.81885 -0.15429 -2.61998
H 6.91136 0.87177 -4.60702
H 6.05793 3.04225 -5.46448
H 4.15151 4.14573 -4.36226
Br -6.29223 1.45482 -1.69287
C -5.32894 0.14449 -2.66651
C -5.88188 -0.30315 -3.85882
C -5.21891 -1.25743 -4.61039
C -4.00444 -1.76747 -4.17123
C -3.45417 -1.31826 -2.98440
C -4.11290 -0.35515 -2.22217
I -3.19274 0.23002 -0.45707
H -6.82937 0.10068 -4.18754
H -5.65622 -1.60362 -5.53777
H -3.48033 -2.51899 -4.74604
H -2.51025 -1.71694 -2.63256

***

6.
45
Properties=species:S:1:pos:R:3 method="wB97M-V/def2-TZVPD" relative_energy_kcal_mol=67.9 orbital_gap_ev="4.36 / 5.30" s_squared=1.18 homo_ev="-10.6 / -11.2" multiplicity=2 total_charge=+1
Ir -2.60817 0.19290 -0.59935
Te -4.19915 1.68465 0.59286
Te -6.75777 1.16310 0.02160
Te -6.61981 -0.53286 -1.98533
Te -4.02452 -1.02613 -2.29408
O -1.03116 -0.39394 -1.95011
S 0.47461 -0.27470 -1.61338
C -0.41060 -1.72095 0.56321
C -1.91528 -1.63739 0.64552
C -2.47691 -1.17283 1.80953
C -1.66839 -0.69102 2.90884
C -0.35739 -0.96459 2.98001
C 0.39752 -1.67721 1.89962
C 0.94488 1.40862 -1.87717
C 2.30189 1.68226 -1.76724
C 2.73114 2.98608 -1.95431
C 1.81466 3.97611 -2.27682
C 0.46466 3.67611 -2.41448
C 0.01520 2.38332 -2.20884
H -2.47118 -2.37784 0.08224
H -3.54249 -1.28937 1.96441
H -2.15819 -0.19953 3.73860
H 0.20117 -0.69296 3.86635
H 0.78150 -2.63068 2.26500
H 3.00907 0.90066 -1.51805
H 3.78019 3.22453 -1.84973
H 2.15501 4.99160 -2.42870
H -0.23948 4.45294 -2.67959
H -1.03070 2.13189 -2.31640
O 2.19819 0.56641 3.29167
S 2.03383 0.72302 1.87880
O 3.12484 1.21519 1.08990
N 0.67032 1.56596 1.56028
C -0.12297 0.91636 0.77865
O -1.26711 1.37213 0.42467
C 0.36060 -0.41547 0.19258
C 0.00430 -2.87900 -0.31397
C 1.24038 -3.30598 -0.58096
C 2.50713 -2.73144 -0.12889
C 2.64476 -1.63528 0.61523
C 1.49821 -0.83642 1.14087
H -0.81602 -3.42597 -0.76544
H 1.32437 -4.17393 -1.22367
H 3.40535 -3.24632 -0.44495
H 3.63352 -1.28206 0.88102

***

7.
74
Properties=species:S:1:pos:R:3 method="wB97M-V/def2-TZVPD" orbital_gap_ev=9.30 homo_ev=-8.8 multiplicity=1 total_charge=0 smiles=OCC[Si@@](F)(Cl)COc1ccccc1.CC(C)O.CC(C)O.CC(C)O.CC(C)O
O 1.77873 -2.18620 -1.75557
C 2.33836 -1.22684 -0.84747
C 2.61388 0.05843 -1.65557
Si 4.19860 0.87510 -1.12162
F 4.35165 2.23302 -1.94990
Cl 4.15926 1.22594 0.92027
C 5.74046 -0.15956 -1.49757
O 6.86310 0.74067 -1.42003
C 7.93110 0.24674 -0.70792
C 8.35989 0.98526 0.36679
C 9.43892 0.61043 1.12201
C 10.10760 -0.54686 0.77910
C 9.67103 -1.30772 -0.27040
C 8.58805 -0.91831 -1.01868
H 1.52945 -2.93821 -1.20466
H 1.64868 -1.03256 -0.02589
H 3.28719 -1.59759 -0.42710
H 2.55641 -0.09177 -2.73686
H 1.81329 0.77239 -1.41260
H 5.83111 -1.03673 -0.85245
H 5.64710 -0.48239 -2.54526
H 7.82632 1.89531 0.62639
H 9.75158 1.22265 1.95889
H 10.98049 -0.83524 1.35630
H 10.20738 -2.21280 -0.53418
H 8.23983 -1.51704 -1.85559
C 0.40007 2.57937 2.32089
C -0.05956 1.18073 1.94075
C -0.93726 0.57278 3.02386
O 1.07913 0.34695 1.71848
H 0.99541 2.55684 3.23799
H 1.03502 2.99965 1.53968
H -0.45015 3.24575 2.47560
H -0.61187 1.21907 0.99998
H -0.38758 0.48238 3.96499
H -1.25239 -0.43302 2.74204
H -1.82707 1.18010 3.19897
H 1.58076 0.30270 2.53986
C -1.39624 0.20848 -2.96751
C -1.87212 -1.17297 -3.39514
C -2.74778 -1.80843 -2.32566
O -0.74539 -2.00507 -3.65926
H -0.79350 0.14127 -2.05657
H -0.76417 0.65149 -3.73876
H -2.23826 0.87772 -2.77933
H -2.43259 -1.09575 -4.32863
H -2.18466 -1.93494 -1.39447
H -3.07633 -2.79887 -2.63791
H -3.62785 -1.20218 -2.11998
H -0.23736 -2.08057 -2.84134
C -3.26930 4.18905 3.61620
C -3.73004 3.30522 4.76589
C -5.13412 2.77101 4.52636
O -3.69959 4.04909 5.98269
H -3.92613 5.05655 3.50885
H -2.26511 4.57140 3.80523
H -3.26175 3.63923 2.67264
H -3.03803 2.47051 4.88803
H -5.85063 3.59332 4.44732
H -5.45271 2.14713 5.36221
H -5.18282 2.17879 3.61076
H -4.30713 4.79054 5.89032
C -8.07795 -2.84921 -2.08488
C -6.74591 -2.81443 -2.81892
C -6.46201 -4.13864 -3.51161
O -5.69477 -2.51687 -1.89990
H -8.07036 -3.62117 -1.31025
H -8.26523 -1.89681 -1.58736
H -8.90281 -3.05301 -2.76961
H -6.75467 -2.00986 -3.55573
H -6.40399 -4.95055 -2.78113
H -5.50176 -4.10203 -4.02786
H -7.23928 -4.38059 -4.23822
H -5.67164 -3.21827 -1.23999

***

8.
15
Properties=species:S:1:pos:R:3 method="wB97M-V/def2-TZVPD" relative_energy_kcal_mol=191.5 orbital_gap_ev=5.60 homo_ev=-6.3 multiplicity=1 total_charge=0
C 0.97434 1.43714 0.45374
N -0.90852 -1.53450 1.43415
C 0.08274 -0.72814 1.00570
C -0.30977 0.60298 0.49477
C 0.26283 -0.15402 -2.03282
C -0.31477 -0.28744 -0.70712
H 1.38186 1.65192 1.42185
H 0.75246 2.40004 -0.07536
H 1.57733 0.79196 -0.14250
H -1.62655 -1.21848 2.06344
H -0.78571 -2.52674 1.27809
H -1.31858 1.04472 0.83423
H 1.17709 -0.65611 -2.24934
H -0.34946 0.42326 -2.72462
H -0.59530 -1.24659 -1.05421

***

9.
14
Properties=species:S:1:pos:R:3 method="wB97M-V/def2-TZVPD" relative_energy_kcal_mol=17.8 orbital_gap_ev=11.29 homo_ev=-10.5 multiplicity=1 total_charge=0 smiles="C[C@H](C#N)CC=O"
C 1.04719 -0.23758 -1.19819
C 0.20108 -0.59231 0.03134
C -0.35147 -1.96135 -0.04481
N -0.78550 -3.03321 -0.07811
C -0.90124 0.44426 0.32639
C -0.39733 1.56600 1.22660
O 0.71886 1.62747 1.68610
H 1.75394 -1.03991 -1.42764
H 1.62380 0.68052 -1.02583
H 0.40093 -0.08874 -2.06443
H 0.89426 -0.56348 0.87639
H -1.30686 0.87069 -0.60818
H -1.76274 -0.02706 0.82543
H -1.13493 2.35468 1.47495